Here is one molecule with the formula C34H38BrNO6S in a non-equilibrium geometry from the OMol25 dataset. Energies are from wB97M-V/def2-TZVPD.

XYZ file:
```
81
Properties=species:S:1:pos:R:3:mulliken_charge:R:1
C 6.761 0.959 0.004 -0.736
C 5.692 1.471 0.804 -0.190
C 4.617 2.461 0.101 -0.790
C 3.096 2.108 0.538 0.629
C 2.531 0.668 0.246 -0.141
C 3.421 -0.476 -0.477 -0.934
O 4.193 -1.253 0.504 -0.197
C 4.189 -2.641 0.151 0.408
C 4.701 -3.146 -1.236 -0.127
C 4.702 -4.666 -1.640 -0.575
C 4.145 -5.684 -0.618 -0.316
C 3.631 -5.254 0.804 -0.573
C 3.679 -3.749 1.135 -0.154
C 1.088 0.258 0.633 0.259
C 0.227 1.347 1.376 0.494
C 0.772 2.760 1.661 0.054
C -0.133 3.885 2.382 -0.452
C -1.401 4.140 1.390 -0.357
O -1.660 5.561 1.199 -0.566
C 2.223 3.218 1.243 -0.303
N 2.694 4.580 1.493 -0.291
C 3.037 4.842 2.928 -0.562
C 3.128 3.544 3.862 -0.618
C -1.254 0.875 1.813 -0.160
O -1.648 1.270 2.937 -0.513
C -2.040 -0.071 0.816 0.072
C -3.595 -0.022 0.586 0.586
S -4.517 1.222 1.614 -0.308
C -4.349 -0.963 -0.406 0.412
C -5.923 -0.990 -0.652 -0.843
C -6.601 0.444 -0.910 -0.075
C -7.610 0.709 0.349 -1.029
Br -7.794 0.425 -2.528 -0.202
C -3.441 -1.989 -1.186 -0.067
C -4.015 -3.056 -2.244 -1.156
C -3.672 -2.491 -3.709 -0.423
C -2.800 -3.544 -4.592 -0.373
O -3.689 -4.122 -5.589 -0.534
C -1.883 -2.056 -0.963 -0.685
O -1.114 -3.034 -1.667 -0.527
C -1.162 -1.120 0.031 0.733
C 0.423 -1.160 0.339 0.148
O 1.048 -2.253 0.306 -0.395
H 7.788 0.700 0.424 0.245
H 6.566 0.767 -1.103 0.189
H 5.645 1.210 1.910 0.270
H 4.708 2.417 -1.039 0.363
H 4.927 3.516 0.459 0.115
H 4.219 0.049 -1.132 0.263
H 2.812 -1.126 -1.188 0.666
H 5.104 -2.343 -1.943 0.276
H 5.098 -5.000 -2.653 0.321
H 4.116 -6.794 -0.901 0.295
H 3.217 -6.030 1.546 0.300
H 3.303 -3.387 2.161 0.255
H 0.390 4.891 2.481 0.129
H -0.511 3.477 3.390 0.379
H -2.312 3.534 1.718 0.058
H -1.085 3.724 0.359 0.370
H -1.895 5.632 0.242 0.354
H 3.429 4.875 0.842 0.474
H 2.218 5.554 3.331 0.276
H 4.028 5.421 3.068 0.352
H 3.938 2.792 3.550 0.116
H 2.109 3.032 4.050 0.158
H 3.456 3.923 4.907 0.378
H -4.603 0.753 2.925 0.181
H -6.469 -1.517 0.221 0.347
H -6.172 -1.636 -1.577 0.297
H -5.860 1.320 -0.931 0.435
H -7.695 1.827 0.561 0.308
H -8.607 0.167 0.236 0.386
H -7.106 0.248 1.283 0.232
H -5.106 -3.333 -2.075 0.476
H -3.411 -4.027 -2.078 0.372
H -4.592 -2.144 -4.306 0.297
H -3.000 -1.552 -3.626 0.347
H -1.913 -3.039 -5.120 0.306
H -2.423 -4.412 -3.940 0.175
H -3.353 -3.956 -6.500 0.318
H -0.651 -2.542 -2.381 0.299
```

The value obtained for the HOMO energy is -0.303 Ha. As for the SMILES: C=CCc1c(COc2ccccc2)c2c(c(CCO)c1NCC)C(=O)c1c(S)c(C[C@H](C)Br)c(CCCO)c(O)c1C2=O. The total charge is 0. The calculation puts the LUMO energy at -1.221 eV. The calculation puts the gap between HOMO and LUMO at 7.0291 eV. The value obtained for the molar mass is 668.6 g mol⁻¹.


Here is C34H38Cl2CoN3O2Te as an isolated structure from the OMol25 dataset. Energies are from wB97M-V/def2-TZVPD.

XYZ file:
```
81
Properties=species:S:1:pos:R:3:mulliken_charge:R:1
Co 0.548 0.566 -1.838 -1.141
N 1.547 -0.587 -3.136 -0.245
C 0.970 -1.815 -3.774 -0.202
C -0.215 -1.474 -4.675 -0.511
C -1.571 -1.806 -4.050 -0.988
C -1.703 -1.401 -2.593 -0.112
N -1.309 0.023 -2.354 -0.209
H 1.927 -0.006 -3.884 0.420
H 2.356 -0.896 -2.601 0.331
H 0.699 -2.493 -2.968 0.056
H 1.771 -2.287 -4.343 0.430
H -0.126 -2.007 -5.620 0.417
H -0.167 -0.413 -4.944 0.098
H -1.733 -2.884 -4.086 0.415
H -2.370 -1.356 -4.644 0.397
H -1.083 -2.025 -1.952 -0.191
H -2.739 -1.519 -2.273 0.464
H -1.839 0.345 -1.547 0.300
H -1.647 0.597 -3.127 0.457
C -3.348 -1.840 3.190 -1.705
C -2.275 -1.521 2.185 -0.105
C -1.444 -2.518 1.666 0.400
C -0.470 -2.260 0.716 0.303
C 0.293 -3.398 0.092 -0.224
O 0.261 -3.540 -1.116 -0.737
C 0.952 -4.383 0.979 0.284
C 1.284 -4.077 2.300 -0.135
C 1.945 -5.010 3.082 -0.888
C 2.262 -6.254 2.554 -0.395
C 1.931 -6.565 1.240 -0.669
C 1.285 -5.631 0.451 -0.495
C -0.269 -0.943 0.268 1.271
O 0.709 -0.728 -0.605 -0.698
C -1.066 0.091 0.807 0.684
C -2.062 -0.231 1.749 -0.773
C -0.846 1.488 0.458 0.832
N -0.199 1.837 -0.615 0.469
C 0.204 3.256 -0.775 -0.349
C 1.454 3.392 -1.625 -1.065
Te 2.787 1.772 -1.201 0.379
C 2.660 1.821 0.898 0.482
C 2.720 3.049 1.546 -0.447
C 2.703 3.083 2.933 -0.514
C 2.644 1.900 3.657 -0.688
C 2.593 0.679 2.999 -0.553
C 2.598 0.630 1.611 -0.375
C -1.357 2.526 1.386 -1.173
C -0.826 2.609 2.671 0.475
C -1.280 3.592 3.537 -1.123
C -2.281 4.465 3.134 -0.546
C -2.825 4.367 1.860 -1.066
C -2.356 3.406 0.979 0.102
H -3.460 -2.915 3.318 0.397
H -4.310 -1.435 2.879 0.401
H -3.109 -1.410 4.164 0.334
H -1.578 -3.541 2.000 0.502
H 1.037 -3.107 2.713 0.407
H 2.210 -4.772 4.103 0.429
H 2.769 -6.986 3.168 0.413
H 2.176 -7.538 0.836 0.425
H 1.024 -5.854 -0.575 0.458
H -2.685 0.566 2.137 0.708
H 0.385 3.673 0.215 0.422
H -0.603 3.835 -1.228 0.403
H 1.939 4.353 -1.468 0.547
H 1.251 3.295 -2.694 -0.050
H 2.796 3.975 0.988 0.471
H 2.753 4.035 3.445 0.465
H 2.651 1.930 4.738 0.436
H 2.561 -0.243 3.565 0.444
H 2.554 -0.324 1.099 0.515
H -0.055 1.913 2.982 0.710
H -0.862 3.668 4.532 0.490
H -2.645 5.221 3.817 0.440
H -3.616 5.039 1.554 0.467
H -2.783 3.327 -0.014 0.541
Cl -0.459 2.268 -4.643 -0.078
C -0.376 4.003 -5.110 -0.496
Cl -0.844 5.057 -3.788 -0.093
H -1.064 4.129 -5.937 0.406
H 0.647 4.208 -5.400 0.342
```

The value obtained for the HOMO energy (alpha / beta) is -0.500 / -0.500 Ha. The total charge is +2. The calculation puts the LUMO energy (alpha / beta) at -6.948 / -6.959 eV. The calculation puts the gap between HOMO and LUMO (alpha / beta) at 6.6519 / 6.6407 eV. The value obtained for the molar mass is 778.1 g mol⁻¹.